Record 1
Density functional theory data (the ωB97M-V functional and the def2-TZVPD basis) for a structure of composition C39H62N4O2Rb at a distorted geometry.

```
108
Properties=species:S:1:pos:R:3
Rb 1.197 -0.302 1.983
C 2.754 -3.182 4.531
N 3.183 -2.808 3.198
C 4.600 -2.494 3.188
C 2.882 -3.853 2.226
C 1.415 -3.910 1.813
N 0.922 -2.767 1.060
C -0.541 -2.893 0.954
C -1.359 -1.666 0.625
C -2.053 -1.636 -0.574
C -2.948 -0.629 -0.890
C -3.139 0.361 0.076
C -2.507 0.369 1.307
C -1.586 -0.688 1.646
O -0.993 -0.772 2.783
C -2.772 1.491 2.315
C -1.449 2.215 2.616
C -3.349 0.913 3.617
C -3.756 2.540 1.791
C -3.666 -0.544 -2.232
C -3.430 -1.798 -3.077
C -3.141 0.674 -3.010
C -5.183 -0.401 -2.024
C 1.608 -2.720 -0.241
C 1.266 -1.644 -1.246
C 0.757 -2.038 -2.473
C 0.603 -1.157 -3.537
C 0.919 0.174 -3.273
C 1.420 0.637 -2.066
C 1.745 -0.307 -1.027
O 2.446 -0.021 0.006
C 1.616 2.160 -1.952
C 1.935 2.661 -0.538
C 2.752 2.618 -2.880
C 0.304 2.855 -2.361
C 0.223 -1.588 -4.954
C -0.159 -3.068 -5.023
C -0.955 -0.766 -5.497
C 1.436 -1.372 -5.877
H 3.250 -4.107 4.881
H 1.676 -3.340 4.554
H 2.990 -2.380 5.231
H 5.226 -3.373 3.427
H 4.809 -1.716 3.923
H 4.885 -2.119 2.204
H 3.160 -4.844 2.630
H 3.501 -3.686 1.345
H 0.808 -4.009 2.715
H 1.274 -4.845 1.234
H -0.889 -3.227 1.936
H -0.788 -3.685 0.224
H -1.853 -2.433 -1.281
H -3.823 1.169 -0.160
H -0.747 1.510 3.056
H -1.608 3.044 3.313
H -1.024 2.609 1.687
H -2.686 0.137 3.994
H -4.334 0.476 3.432
H -3.453 1.701 4.371
H -3.386 3.014 0.878
H -3.888 3.315 2.550
H -4.735 2.102 1.583
H -2.367 -1.935 -3.285
H -3.958 -1.711 -4.031
H -3.800 -2.688 -2.563
H -2.057 0.609 -3.120
H -3.372 1.599 -2.478
H -3.597 0.727 -4.005
H -5.562 -1.239 -1.436
H -5.701 -0.387 -2.988
H -5.428 0.522 -1.497
H 1.490 -3.701 -0.738
H 2.671 -2.580 -0.026
H 0.497 -3.085 -2.597
H 0.764 0.898 -4.068
H 2.877 2.251 -0.179
H 1.136 2.347 0.139
H 1.990 3.757 -0.553
H 3.684 2.124 -2.598
H 2.894 3.702 -2.810
H 2.539 2.369 -3.921
H -0.518 2.481 -1.747
H 0.051 2.669 -3.406
H 0.386 3.938 -2.223
H -1.018 -3.287 -4.384
H 0.675 -3.702 -4.712
H -0.423 -3.335 -6.049
H -1.852 -0.934 -4.902
H -1.171 -1.048 -6.533
H -0.734 0.302 -5.477
H 2.295 -1.936 -5.507
H 1.715 -0.318 -5.907
H 1.214 -1.699 -6.899
C 0.819 5.302 2.482
C 1.348 4.196 3.330
C 1.281 3.978 4.688
C 1.916 2.735 4.901
N 2.360 2.239 3.759
N 2.010 3.136 2.824
C 2.096 2.000 6.189
H 0.740 6.217 3.067
H -0.176 5.052 2.106
H 1.469 5.486 1.626
H 0.817 4.615 5.423
H 2.224 2.951 1.856
H 2.157 2.699 7.022
H 3.005 1.401 6.152
H 1.253 1.328 6.363
```

Summary:
Max |F|, eV/A: 2.591
Charge: -1
Energy above the lowest of the compared OMol25 structures with the same formula, charge and spin, kcal per mole: 23.2
E_HOMO, Ha: -0.1275
Frontier orbital gap, eV: 5.6

---

Record 2
Density functional theory data (the ωB97M-V functional and the def2-TZVPD basis) for a structure of composition C39H63CaFNOP2 at a distorted geometry.

```
108
Properties=species:S:1:pos:R:3
Ca 1.295 0.355 -0.361
C 5.546 0.244 -1.919
C 5.233 -0.588 -0.661
C 6.553 -0.684 0.137
C 4.548 -1.928 -1.000
C 5.155 -3.169 -0.835
C 4.463 -4.338 -1.002
C 3.219 -4.320 -1.586
C 2.577 -3.102 -1.945
C 1.218 -3.208 -2.490
C 0.888 -4.563 -3.170
C 0.253 -3.048 -1.227
C 3.225 -1.896 -1.683
N 2.762 -0.634 -1.971
C 2.737 -0.100 -3.245
C 3.107 -0.754 -4.474
C 3.171 0.044 -5.646
C 2.778 1.384 -5.626
C 2.342 1.993 -4.467
C 2.273 1.256 -3.347
F 1.705 1.798 -2.178
H 6.410 0.935 -1.805
H 4.651 0.836 -2.278
H 5.845 -0.471 -2.701
H 4.537 -0.021 -0.009
H 7.231 -1.413 -0.349
H 6.326 -1.028 1.146
H 7.083 0.303 0.121
H 6.190 -3.209 -0.525
H 5.016 -5.237 -0.800
H 2.734 -5.329 -1.719
H 1.010 -2.436 -3.248
H 0.996 -5.427 -2.478
H 1.501 -4.792 -4.064
H -0.198 -4.549 -3.502
H -0.101 -4.038 -0.949
H -0.654 -2.505 -1.647
H 0.714 -2.315 -0.536
H 3.459 -1.738 -4.428
H 3.501 -0.456 -6.617
H 2.898 1.922 -6.545
H 2.056 3.080 -4.477
C 2.578 0.869 2.309
P 2.341 2.597 1.500
C 4.063 2.915 0.825
C 2.297 3.688 2.978
H 3.241 1.010 3.191
H 2.966 0.103 1.669
H 1.688 0.462 2.749
H 4.880 2.607 1.470
H 4.165 3.990 0.663
H 4.073 2.451 -0.168
H 3.273 3.927 3.374
H 1.719 3.229 3.797
H 1.693 4.607 2.792
O -0.891 0.602 0.255
P -2.249 0.538 0.970
C -3.118 2.178 0.762
C -2.169 3.365 0.414
C -1.554 4.132 1.623
C -2.691 4.570 2.585
C -3.722 3.491 2.954
C -4.197 2.632 1.777
C -2.004 0.078 2.788
C -1.078 -1.198 2.857
C -1.797 -2.589 2.929
C -3.099 -2.720 3.744
C -3.985 -1.370 3.676
C -3.187 -0.034 3.720
C -3.478 -0.572 0.115
C -4.988 -0.564 0.361
C -5.833 0.215 -0.604
C -5.547 -0.163 -2.057
C -4.056 -0.042 -2.404
C -3.095 -0.702 -1.384
H -3.758 1.923 -0.128
H -2.750 4.069 -0.158
H -1.335 2.940 -0.190
H -1.022 5.041 1.248
H -0.767 3.536 2.061
H -3.280 5.366 2.113
H -2.283 5.022 3.541
H -4.685 3.965 3.209
H -3.534 2.860 3.857
H -4.956 3.225 1.169
H -4.761 1.757 2.123
H -1.320 0.884 3.148
H -0.439 -1.124 3.771
H -0.457 -1.323 1.924
H -1.081 -3.353 3.313
H -2.037 -2.914 1.905
H -2.969 -3.081 4.770
H -3.676 -3.497 3.193
H -4.608 -1.432 4.542
H -4.686 -1.447 2.837
H -2.800 0.164 4.741
H -3.917 0.813 3.577
H -3.131 -1.542 0.602
H -5.247 -0.392 1.428
H -5.374 -1.634 0.329
H -5.805 1.305 -0.542
H -6.901 0.044 -0.361
H -6.093 0.447 -2.739
H -5.943 -1.223 -2.284
H -3.852 1.014 -2.631
H -3.937 -0.586 -3.326
H -2.133 -0.211 -1.552
H -2.960 -1.771 -1.617
```

Summary:
Max |F|, eV/A: 3.703
Charge: +1
Energy above the lowest of the compared OMol25 structures with the same formula, charge and spin, kcal per mole: 72.9
E_HOMO, Ha: -0.3358
Frontier orbital gap, eV: 7.0